DFT (wB97M-V/def2-TZVPD) results for a 13-piece molecular cluster, C39H39F13O39 overall.

Structure (XYZ):
```
130
C39H39F13O39, DFT wB97M-V/def2-TZVPD
C -17.040 3.983 13.085
C -18.248 3.330 13.804
O -19.382 3.982 13.227
C -18.964 4.181 11.900
O -19.700 4.495 10.972
O -17.647 4.258 11.746
F -18.289 3.583 15.065
H -16.134 3.438 12.822
H -16.641 4.851 13.610
H -18.295 2.262 13.593
C -3.197 6.503 13.766
C -3.228 5.480 14.905
O -3.471 4.298 14.132
C -2.883 4.512 12.944
O -2.731 3.616 12.091
O -2.362 5.770 12.893
F -4.289 5.780 15.647
H -2.834 7.481 14.082
H -4.198 6.725 13.396
H -2.291 5.377 15.452
C -10.104 9.872 12.809
C -9.296 9.607 14.032
O -9.558 8.237 14.145
C -10.797 7.948 13.692
O -11.391 6.975 13.654
O -11.259 9.072 13.085
F -9.815 10.337 15.089
H -9.746 9.428 11.881
H -10.340 10.908 12.564
H -8.210 9.694 14.000
C -13.617 4.515 7.899
C -12.318 5.334 7.871
O -11.492 4.546 7.110
C -12.307 3.830 6.263
O -11.999 3.241 5.225
O -13.566 3.827 6.769
F -11.852 5.472 9.071
H -14.469 5.194 7.870
H -13.755 3.842 8.745
H -12.287 6.319 7.405
C -6.568 6.043 5.864
C -6.081 4.898 6.582
O -6.486 5.146 7.891
C -6.726 6.423 8.054
O -6.894 7.010 9.083
O -6.678 7.066 6.897
F -4.787 4.855 6.482
H -7.570 5.867 5.473
H -5.906 6.245 5.021
H -6.548 3.991 6.200
C -13.327 14.893 20.352
C -13.286 13.689 19.478
O -14.227 13.988 18.527
C -14.346 15.399 18.471
O -15.065 16.055 17.780
O -13.711 15.894 19.452
F -13.763 12.663 20.212
H -12.448 15.118 20.956
H -14.182 14.769 21.016
H -12.472 13.457 18.791
C -10.004 6.244 21.214
C -9.027 6.078 20.108
O -9.716 6.696 18.953
C -10.883 7.322 19.409
O -11.636 8.000 18.701
O -10.989 7.193 20.824
F -8.544 4.852 19.884
H -9.427 6.738 21.995
H -10.401 5.355 21.703
H -8.174 6.742 20.240
C -15.890 11.103 14.245
C -17.047 11.993 13.848
O -17.750 11.086 12.918
C -16.983 10.269 12.378
O -17.203 9.588 11.338
O -15.827 10.246 13.111
F -16.549 13.113 13.231
H -15.907 10.574 15.198
H -14.954 11.654 14.156
H -17.634 12.195 14.744
C -8.781 2.153 15.239
C -8.514 2.886 13.928
O -7.710 1.956 13.315
C -7.009 1.298 14.141
O -6.020 0.624 13.904
O -7.665 1.325 15.385
F -7.846 4.063 13.922
H -9.626 1.507 15.004
H -8.851 2.826 16.094
H -9.501 3.052 13.498
C -5.216 11.744 20.914
C -6.525 11.036 20.421
O -6.259 10.620 19.096
C -5.158 11.293 18.669
O -4.690 11.114 17.541
O -4.772 12.201 19.674
F -7.505 11.965 20.218
H -4.520 11.076 21.421
H -5.490 12.632 21.483
H -6.806 10.198 21.060
C -6.507 12.750 8.740
C -5.179 13.241 8.397
O -5.362 14.532 7.814
C -6.583 14.955 8.176
O -7.085 16.014 7.781
O -7.141 13.989 8.879
F -4.694 12.436 7.457
H -6.606 12.288 9.723
H -6.958 11.989 8.103
H -4.507 13.117 9.247
C -10.708 18.253 15.307
C -11.613 18.363 14.106
O -11.865 17.049 13.826
C -10.781 16.364 14.231
O -10.233 15.396 13.748
O -10.069 17.053 15.144
F -11.066 18.925 13.077
H -11.121 18.327 16.313
H -10.039 19.109 15.213
H -12.494 18.924 14.419
C -12.528 14.285 8.506
C -13.386 13.218 9.182
O -12.655 12.044 8.953
C -12.015 12.201 7.800
O -11.386 11.284 7.237
O -11.952 13.542 7.469
F -14.544 12.962 8.595
H -11.700 14.654 9.111
H -13.035 15.177 8.138
H -13.574 13.501 10.218
```

Properties
total charge = 0
2S+1 = 1
Kohn-Sham gap = 10.4 eV
lowest unoccupied orbital energy = -0.34 eV

=====

DFT (wB97M-V/def2-TZVPD) results for C39H39N5O2PtSbSe4 as an isolated structure.

Structure (XYZ):
```
91
C39H39N5O2PtSbSe4, DFT wB97M-V/def2-TZVPD
Pt -0.165 -0.703 -0.563
O -0.216 1.361 -0.665
C -0.228 2.175 0.447
C -1.096 1.520 1.577
C -0.390 0.429 2.323
C -0.100 0.566 3.674
C 0.672 -0.392 4.308
C 1.144 -1.461 3.567
C 0.794 -1.571 2.228
C 1.310 -2.686 1.386
C 2.356 -2.153 0.331
O 1.942 -0.962 -0.229
C 3.654 -1.891 1.118
C 3.854 -0.628 1.665
C 4.974 -0.360 2.441
C 5.914 -1.353 2.683
C 5.723 -2.615 2.137
C 4.603 -2.881 1.361
C 2.555 -3.231 -0.742
C 2.787 -2.827 -2.052
C 2.928 -3.760 -3.069
C 2.852 -5.117 -2.789
C 2.626 -5.532 -1.486
C 2.474 -4.596 -0.472
N 0.010 -0.652 1.647
C 1.203 2.493 0.919
C 2.260 2.235 0.054
C 3.560 2.571 0.407
C 3.825 3.160 1.635
C 2.778 3.407 2.512
C 1.479 3.079 2.152
C -0.866 3.526 0.046
C -1.305 4.468 0.974
C -1.852 5.676 0.565
C -1.964 5.970 -0.786
C -1.516 5.046 -1.719
C -0.972 3.838 -1.305
H -1.961 1.110 1.055
H -1.452 2.257 2.294
H -0.462 1.435 4.206
H 0.923 -0.294 5.356
H 1.789 -2.211 4.003
H 0.474 -3.154 0.866
H 1.773 -3.436 2.028
H 3.126 0.144 1.458
H 5.110 0.635 2.849
H 6.791 -1.144 3.283
H 6.456 -3.395 2.306
H 4.480 -3.865 0.925
H 2.814 -1.766 -2.262
H 3.060 -3.427 -4.091
H 2.933 -5.842 -3.587
H 2.540 -6.589 -1.260
H 2.270 -4.944 0.534
H 2.046 1.742 -0.884
H 4.372 2.348 -0.274
H 4.841 3.415 1.911
H 2.971 3.858 3.478
H 0.676 3.288 2.848
H -1.216 4.275 2.036
H -2.191 6.390 1.306
H -2.395 6.909 -1.107
H -1.595 5.262 -2.777
H -0.625 3.107 -2.023
Se -0.260 -2.135 -5.257
Sb -1.754 -3.596 -3.992
Se -2.370 -3.889 -0.140
Se -0.762 -2.986 -1.429
Se -0.192 -5.311 -4.738
C -3.213 1.292 -1.583
N -4.561 1.693 -2.002
C -5.472 1.447 -0.884
N -5.482 0.042 -0.463
C -4.112 -0.325 -0.083
N -3.158 -0.118 -1.177
C -3.602 -0.931 -2.315
N -4.956 -0.583 -2.757
C -4.966 0.836 -3.117
C -5.860 -0.774 -1.621
H -2.898 1.923 -0.754
H -2.512 1.449 -2.403
H -6.485 1.732 -1.181
H -5.167 2.067 -0.038
H -4.087 -1.377 0.211
H -3.815 0.282 0.775
H -3.593 -1.981 -2.020
H -2.903 -0.787 -3.144
H -5.975 1.114 -3.432
H -4.280 0.993 -3.952
H -5.845 -1.827 -1.332
H -6.874 -0.506 -1.926
```

Properties
total charge = -1
2S+1 = 5
Kohn-Sham gap (spin up / spin down) = 6.9 / 5.6 eV
<S²> = 6.026
lowest unoccupied orbital energy (spin up / spin down) = 2.19 / 0.48 eV

=====

DFT (wB97M-V/def2-TZVPD) results for C39H40AsBIN8PV as an isolated structure.

Structure (XYZ):
```
92
C39H40AsBIN8PV, DFT wB97M-V/def2-TZVPD
V 0.054 -0.188 0.391
C 0.277 3.821 1.571
C -0.475 2.688 1.251
N 0.288 1.595 1.292
N 1.540 2.004 1.605
C 1.551 3.338 1.782
B 2.741 1.227 0.993
N 2.684 -0.236 1.425
C 3.656 -0.978 1.992
C 3.163 -2.251 2.186
C 1.853 -2.204 1.700
N 1.581 -0.979 1.247
N 2.446 1.356 -0.534
C 3.090 2.048 -1.489
C 2.277 2.109 -2.604
C 1.117 1.421 -2.229
N 1.239 0.979 -0.980
H -0.063 4.839 1.640
H -1.510 2.641 0.963
H 2.458 3.857 2.040
H 3.776 1.736 1.288
H 4.624 -0.565 2.215
H 3.672 -3.098 2.611
H 1.115 -2.986 1.670
H 4.075 2.452 -1.326
H 2.477 2.583 -3.549
H 0.209 1.257 -2.791
C 1.076 -5.759 -3.232
C -0.032 -5.174 -3.824
C -0.521 -3.960 -3.361
C 0.112 -3.316 -2.303
C 1.216 -3.920 -1.697
C 1.694 -5.135 -2.156
P -0.404 -1.744 -1.513
C -1.621 -0.980 -2.641
C -1.398 -0.885 -4.015
C -2.246 -0.130 -4.813
C -3.311 0.553 -4.247
C -3.529 0.479 -2.877
C -2.685 -0.275 -2.077
C -1.412 -2.416 -0.160
C -2.209 -3.549 -0.302
C -2.757 -4.127 0.830
C -2.452 -3.579 2.070
C -1.682 -2.428 2.178
C -1.153 -1.763 1.058
H 1.459 -6.700 -3.607
H -0.515 -5.663 -4.661
H -1.400 -3.529 -3.823
H 1.696 -3.419 -0.864
H 2.554 -5.590 -1.682
H -0.551 -1.395 -4.459
H -2.068 -0.068 -5.880
H -3.960 1.155 -4.869
H -4.356 1.019 -2.434
H -2.844 -0.315 -1.003
H -2.379 -3.978 -1.283
H -3.384 -5.006 0.750
H -2.824 -4.058 2.969
H -1.480 -2.079 3.185
C -4.123 -0.357 3.212
As -2.635 0.692 2.474
C -1.258 0.407 3.852
C -3.214 2.495 3.191
C -3.954 2.417 4.483
C -3.286 2.354 5.706
C -3.986 2.207 6.894
C -5.370 2.130 6.888
C -6.049 2.217 5.681
C -5.348 2.365 4.495
H -4.087 -0.388 4.301
H -4.088 -1.370 2.817
H -5.067 0.095 2.910
H -1.693 0.004 4.766
H -0.779 1.360 4.074
H -0.491 -0.269 3.476
H -3.836 2.965 2.426
H -2.299 3.079 3.291
H -2.206 2.431 5.729
H -3.444 2.155 7.830
H -5.918 2.017 7.814
H -7.131 2.171 5.660
H -5.889 2.444 3.559
I 6.516 -2.533 -3.971
C 4.745 -1.931 -3.067
C 3.608 -1.503 -3.707
N 2.726 -1.225 -2.728
N 3.211 -1.439 -1.508
C 4.448 -1.869 -1.695
H 3.385 -1.390 -4.753
H 1.788 -0.876 -2.811
H 5.082 -2.124 -0.863
```

Properties
total charge = 0
2S+1 = 2
Kohn-Sham gap (spin up / spin down) = 6.8 / 6.2 eV
<S²> = 0.763
lowest unoccupied orbital energy (spin up / spin down) = 0.54 / 0.54 eV

=====

DFT (wB97M-V/def2-TZVPD) results for C39H40AsF6N6O6S3V as an isolated structure.

Structure (XYZ):
```
102
C39H40AsF6N6O6S3V, DFT wB97M-V/def2-TZVPD
V -0.687 -0.722 0.538
O 1.040 -3.932 3.308
C 0.807 -4.937 2.438
C 1.290 -6.200 2.767
C 1.075 -7.272 1.922
C 0.351 -7.105 0.744
C -0.141 -5.856 0.420
C 0.081 -4.759 1.253
C -0.483 -3.449 0.892
O 0.035 -2.339 1.347
N -1.592 -3.412 0.183
N -1.956 -2.101 0.105
C -3.156 -1.773 -0.290
C -3.481 -0.395 -0.090
C -4.696 0.175 -0.460
C -4.946 1.496 -0.173
C -3.982 2.227 0.507
C -2.792 1.617 0.839
N -2.509 0.325 0.555
H 0.785 -3.098 2.877
H 1.846 -6.309 3.690
H 1.474 -8.244 2.183
H 0.182 -7.948 0.084
H -0.708 -5.697 -0.487
H -3.849 -2.521 -0.657
H -5.429 -0.445 -0.962
H -5.880 1.961 -0.460
H -4.146 3.260 0.773
H -2.055 2.191 1.383
S 3.173 -1.460 0.102
C 3.488 -0.706 -1.431
C 4.780 -0.408 -1.902
C 4.972 0.099 -3.176
C 3.894 0.323 -4.032
C 2.609 0.071 -3.580
C 2.411 -0.403 -2.289
As 0.682 -0.897 -1.558
C 0.493 -2.564 -2.562
C -0.133 -2.654 -3.801
C -0.181 -3.867 -4.476
C 0.417 -4.994 -3.929
C 1.070 -4.902 -2.708
C 1.103 -3.696 -2.023
C -0.467 0.325 -2.600
C -1.789 -0.016 -2.889
C -2.661 0.907 -3.450
C -2.230 2.195 -3.731
C -0.918 2.550 -3.451
C -0.051 1.628 -2.882
H 5.626 -0.604 -1.255
H 5.978 0.314 -3.519
H 4.060 0.686 -5.039
H 1.763 0.244 -4.233
H -0.576 -1.776 -4.251
H -0.679 -3.928 -5.436
H 0.381 -5.938 -4.459
H 1.557 -5.773 -2.283
H 1.624 -3.615 -1.076
H -2.137 -1.019 -2.680
H -3.685 0.622 -3.663
H -2.908 2.925 -4.154
H -0.571 3.554 -3.669
H 0.969 1.924 -2.669
C 3.042 2.555 0.974
N 2.075 1.907 1.847
C 0.730 2.179 1.443
C 2.290 2.205 3.252
C 1.387 1.367 4.177
N 1.011 0.095 3.579
C 2.184 -0.765 3.438
C -0.046 -0.554 4.333
H 2.880 3.642 0.900
H 2.994 2.126 -0.032
H 4.049 2.371 1.347
H 0.600 3.220 1.136
H 0.053 1.957 2.260
H 0.960 1.432 -0.355
H 2.132 3.274 3.466
H 3.334 1.978 3.472
H 0.479 1.922 4.419
H 1.930 1.204 5.122
H 2.469 -1.225 4.399
H 3.020 -0.185 3.053
H 2.002 -1.540 2.702
H 0.267 -0.833 5.353
H -0.361 -1.461 3.815
H -0.910 0.110 4.413
F 0.410 6.072 -0.023
C -0.222 5.464 -1.029
F 0.708 4.656 -1.620
F -0.593 6.365 -1.927
S -1.672 4.298 -0.518
O 0.311 1.327 0.351
O -2.837 4.850 -1.225
N -1.704 4.551 1.092
S -2.005 5.952 1.765
O -2.156 7.062 0.869
O -1.236 6.118 2.966
C -3.703 5.665 2.440
F -4.623 5.562 1.473
F -3.734 4.526 3.155
F -4.055 6.669 3.246
```

Properties
total charge = -1
2S+1 = 4
Kohn-Sham gap (spin up / spin down) = 5.7 / 5.2 eV
<S²> = 3.805
lowest unoccupied orbital energy (spin up / spin down) = 1.29 / 0.79 eV

=====

DFT total energy, record by record: -156248.39020 -323792.74958 -157604.78576 -197656.15890 eV